Record 1
21
Properties=species:S:1:pos:R:3:nbo_charge:R:1 method="wB97M-V/def2-TZVPD" gap_ha=0.3227 homo_ev=-12.397 spin_multiplicity=1 total_charge=+1 e_above_lowest_ev=4.5387 energy_ha=-382.6948
N -2.681 0.282 1.522 -0.667
C -1.238 0.800 1.516 -0.256
C -0.120 -0.317 1.095 -0.250
N -0.247 -0.298 -0.397 -0.681
C 1.451 -0.705 -2.287 -0.630
C 1.027 0.132 -1.083 -0.170
C 2.413 0.406 -0.370 0.469
O 2.440 0.308 0.824 -0.524
H -2.703 -0.734 1.936 0.442
H -2.972 0.105 0.592 0.429
H -3.434 0.702 1.925 0.432
H -0.990 0.903 2.593 0.223
H -1.021 1.670 0.833 0.262
H -0.455 -1.366 1.354 0.197
H 0.837 0.044 1.607 0.305
H -0.741 -1.056 -0.865 0.388
H 0.814 -1.490 -2.500 0.228
H 1.231 -0.170 -3.279 0.227
H 2.462 -0.847 -2.347 0.217
H 0.770 1.103 -1.514 0.206
H 3.159 0.528 -1.156 0.152


Record 2
21
Properties=species:S:1:pos:R:3:nbo_charge:R:1 method="wB97M-V/def2-TZVPD" gap_ha=0.3986 homo_ev=-14.487 spin_multiplicity=1 total_charge=+1 e_above_lowest_ev=1.4983 energy_ha=-382.8066
N -1.589 0.770 -0.504 -0.705
C -0.109 0.693 -0.013 -0.118
C 0.096 -0.224 1.219 -0.240
C -0.546 -1.692 1.008 -0.626
C -0.394 0.421 2.501 -0.622
C 0.646 0.127 -1.269 0.638
N 1.843 -0.536 -1.030 -0.811
O 0.403 0.529 -2.396 -0.577
H -1.910 1.762 -0.287 0.458
H -2.193 0.158 0.025 0.439
H -1.561 0.525 -1.497 0.473
H 0.172 1.778 0.227 0.262
H 1.249 -0.216 1.354 0.240
H -0.607 -2.151 2.019 0.250
H 0.003 -2.338 0.320 0.236
H -1.548 -1.650 0.560 0.189
H 0.224 0.183 3.379 0.249
H -0.339 1.515 2.273 0.200
H -1.290 0.168 2.875 0.221
H 2.146 -0.975 -0.186 0.411
H 2.497 -0.583 -1.836 0.435


Record 3
21
Properties=species:S:1:pos:R:3:nbo_charge:R:1 method="wB97M-V/def2-TZVPD" gap_ha=0.3676 homo_ev=-13.485 spin_multiplicity=1 total_charge=+1 e_above_lowest_ev=2.3170 energy_ha=-382.7765
N 0.051 -1.572 1.798 -0.704
C 0.393 -2.347 0.560 -0.244
C -0.272 -1.503 -0.592 -0.242
N -0.473 -0.119 -0.200 -0.489
C -1.826 0.399 -0.373 -0.426
C 0.546 0.780 -0.873 -0.326
C 0.631 2.079 -0.068 0.416
O 1.259 3.000 -0.505 -0.447
H 0.859 -1.436 2.397 0.440
H -0.690 -1.991 2.349 0.438
H -0.267 -0.646 1.424 0.456
H 1.462 -2.487 0.459 0.235
H -0.113 -3.305 0.541 0.238
H 0.399 -1.560 -1.447 0.226
H -1.176 -2.056 -0.843 0.225
H -2.005 1.290 0.226 0.218
H -2.564 -0.347 -0.083 0.213
H -2.018 0.690 -1.410 0.206
H 0.312 0.847 -1.936 0.231
H 1.489 0.236 -0.832 0.224
H 0.106 2.046 0.904 0.113


Record 4
21
Properties=species:S:1:pos:R:3:nbo_charge:R:1 method="wB97M-V/def2-TZVPD" gap_ha=0.3335 homo_ev=-13.701 spin_multiplicity=1 total_charge=+1 e_above_lowest_ev=1.5204 energy_ha=-382.8058
C -0.426 0.564 2.107 0.528
N 0.476 -0.451 2.033 -0.618
C 0.017 -1.838 2.082 -0.423
O -1.597 0.455 1.816 -0.637
H 0.043 1.521 2.392 0.133
H 1.344 -0.245 2.501 0.403
H -0.603 -2.018 2.952 0.221
H 0.883 -2.489 2.099 0.223
H -0.556 -2.072 1.190 0.196
C 1.312 1.349 -2.221 -0.630
C 0.553 0.599 -1.142 -0.238
C -1.773 -0.157 -1.147 0.124
N -0.629 -0.083 -1.695 -0.388
H 1.683 0.668 -2.994 0.225
H 0.704 2.124 -2.692 0.231
H 2.170 1.827 -1.762 0.254
H 1.213 -0.143 -0.686 0.240
H 0.188 1.250 -0.353 0.226
H -2.566 -0.649 -1.699 0.227
H -1.909 0.240 -0.139 0.270
H -0.527 -0.454 -2.642 0.434


Record 5
21
Properties=species:S:1:pos:R:3:nbo_charge:R:1 method="wB97M-V/def2-TZVPD" gap_ha=0.3797 homo_ev=-13.770 spin_multiplicity=1 total_charge=+1 e_above_lowest_ev=2.1371 energy_ha=-382.7831
C 2.104 1.737 -2.104 -0.653
C 1.317 1.652 -0.837 -0.120
C 0.050 1.257 -0.717 -0.107
N -0.677 1.132 0.498 -0.757
H 1.591 1.425 -2.997 0.236
H 2.545 2.756 -2.222 0.250
H 3.004 1.109 -1.946 0.241
H 1.769 2.007 0.093 0.206
H -0.538 0.825 -1.533 0.220
H -0.347 0.227 1.040 0.466
H -0.624 1.957 1.155 0.432
H -1.718 1.085 0.292 0.461
O -2.518 -0.999 -0.219 -0.532
C -1.777 -1.947 0.070 0.433
C -1.194 -2.153 1.437 -0.338
N 0.046 -1.310 1.513 -0.833
H -1.413 -2.643 -0.725 0.142
H -1.919 -1.768 2.150 0.235
H -0.857 -3.210 1.609 0.224
H 0.358 -1.377 2.480 0.399
H 0.799 -1.760 0.961 0.393


Record 6
25
Properties=species:S:1:pos:R:3:nbo_charge:R:1 method="wB97M-V/def2-TZVPD" gap_ha="0.2126 / 0.2081" homo_ev="-11.970 / -11.969" spin_multiplicity=1 total_charge=+1 e_above_lowest_ev=0.7059 energy_ha=-1975.4170
C 0.818 -1.385 0.072 0.634
C -2.613 -3.014 0.671 -0.761
C 3.212 0.158 2.555 -0.790
C -2.738 1.011 -0.299 -0.712
C 2.018 0.411 -2.636 -0.783
N -0.406 -1.733 0.364 -0.593
N 1.555 -0.760 0.918 -0.589
O 1.231 -1.699 -1.271 -0.677
S -1.313 -2.648 -0.562 0.850
S 3.053 -0.208 0.808 0.864
S -1.067 1.772 -0.316 -0.105
S 2.638 -1.111 -1.923 0.573
H -2.647 -2.108 1.202 0.251
H -2.236 -3.956 1.295 0.272
H -3.546 -3.270 0.119 0.259
H 3.001 1.146 2.815 0.253
H 4.211 -0.066 2.769 0.242
H 2.702 -0.550 3.137 0.257
H -3.342 1.778 0.278 0.242
H -2.639 0.049 0.150 0.199
H -3.170 1.056 -1.276 0.226
H 1.814 0.369 -3.718 0.249
H 2.941 0.958 -2.662 0.239
H 1.281 0.839 -1.998 0.246
H -1.540 2.961 0.152 0.154


Record 7
21
Properties=species:S:1:pos:R:3:nbo_charge:R:1 method="wB97M-V/def2-TZVPD" gap_ha="0.2777 / 0.3060" homo_ev="-11.513 / -12.251" spin_multiplicity=1 total_charge=+1 e_above_lowest_ev=4.4556 energy_ha=-705.6022
C -0.300 -1.364 0.807 -0.313
C 0.569 -1.887 -0.244 -0.219
C 1.096 0.624 -0.624 0.063
C 1.604 1.649 0.281 -0.711
C -3.019 1.236 -0.012 -0.751
N -1.090 -0.239 0.483 -0.639
N 1.640 -0.799 -0.599 -0.587
S -2.374 -0.396 -0.450 0.636
H -0.775 -2.338 1.102 0.237
H 0.302 -1.138 1.696 0.209
H 1.139 -2.826 0.135 0.241
H -0.044 -2.277 -1.116 0.246
H 0.935 1.014 -1.662 0.207
H 2.431 2.215 -0.260 0.247
H 1.948 1.283 1.185 0.227
H 0.940 2.535 0.304 0.277
H -3.506 1.633 -0.913 0.240
H -2.270 1.830 0.377 0.243
H -3.696 1.123 0.878 0.247
H 2.323 -0.911 0.186 0.437
H 2.146 -0.969 -1.556 0.461


Record 8
21
Properties=species:S:1:pos:R:3:nbo_charge:R:1 method="wB97M-V/def2-TZVPD" gap_ha=0.3400 homo_ev=-8.398 spin_multiplicity=1 e_above_lowest_ev=1.9657 energy_ha=-362.5100
C 0.787 -2.418 1.597 -0.453
N -0.777 0.156 1.949 -0.859
C -1.240 -1.111 1.463 0.282
N -0.664 -2.283 1.430 -0.473
H 1.427 -1.709 0.982 0.175
H 1.113 -3.425 1.314 0.201
H 1.107 -2.289 2.627 0.197
H 0.053 0.504 1.426 0.392
H -1.539 0.850 1.850 0.375
H -2.248 -0.991 1.085 0.157
C -1.559 2.191 -1.442 -0.530
C -0.651 1.201 -1.563 0.012
N 0.588 1.127 -0.948 -0.631
C 1.661 0.331 -1.529 -0.403
H -1.345 3.030 -0.772 0.184
H -2.534 2.172 -1.892 0.214
H -0.968 0.257 -2.048 0.195
H 0.912 2.025 -0.589 0.374
H 2.459 0.272 -0.773 0.201
H 1.325 -0.683 -1.782 0.208
H 2.093 0.796 -2.387 0.181


Record 9
21
Properties=species:S:1:pos:R:3:nbo_charge:R:1 method="wB97M-V/def2-TZVPD" gap_ha="0.2451 / 0.2941" homo_ev="-7.191 / -7.724" spin_multiplicity=1 e_above_lowest_ev=5.3821 energy_ha=-362.3845
C -1.281 1.528 -1.817 -0.682
C -1.314 -1.037 -1.127 -0.676
C -0.305 0.434 -1.521 0.278
N 0.906 0.422 -1.435 -0.524
H 1.247 -0.473 -0.282 0.301
H -1.844 1.276 -2.716 0.231
H -0.753 2.469 -1.964 0.228
H -2.006 1.639 -1.012 0.216
H -2.136 -0.831 -0.448 0.204
H -0.772 -1.949 -0.902 0.212
H -1.689 -1.102 -2.150 0.197
C 2.155 -0.546 1.870 -0.638
N -0.368 0.719 1.504 -0.569
C 1.013 -1.024 0.978 -0.266
N -0.265 -0.580 1.266 -0.118
H -1.298 1.092 1.387 0.378
H 0.376 1.351 1.222 0.369
H 0.984 -2.107 0.891 0.206
H 3.017 -1.198 1.728 0.227
H 1.891 -0.553 2.928 0.219
H 2.443 0.471 1.600 0.205


Record 10
21
Properties=species:S:1:pos:R:3:nbo_charge:R:1 method="wB97M-V/def2-TZVPD" gap_ha=0.3619 homo_ev=-8.833 spin_multiplicity=1 e_above_lowest_ev=0.5027 energy_ha=-362.5638
C -0.973 -2.281 1.316 -0.616
C -0.287 -0.967 0.943 -0.061
C -1.036 -0.268 -0.198 -0.440
C -0.285 -0.264 -1.551 -0.244
N 1.591 1.450 -0.099 -0.867
C 1.036 1.717 -1.343 0.283
N 0.210 1.024 -2.003 -0.492
N -0.184 -0.041 2.088 -0.844
H -1.955 -2.033 1.716 0.200
H -0.399 -2.841 2.054 0.205
H -1.092 -2.925 0.440 0.212
H 0.737 -1.170 0.635 0.189
H -1.272 0.772 0.057 0.219
H -1.993 -0.762 -0.356 0.212
H 0.538 -0.986 -1.486 0.182
H -0.914 -0.619 -2.364 0.197
H 1.010 1.034 0.614 0.416
H 2.268 2.124 0.209 0.382
H 1.367 2.661 -1.767 0.157
H 0.194 -0.534 2.896 0.357
H -1.122 0.224 2.381 0.352


Record 11
21
Properties=species:S:1:pos:R:3:nbo_charge:R:1 method="wB97M-V/def2-TZVPD" gap_ha=0.2863 homo_ev=-6.778 spin_multiplicity=1 e_above_lowest_ev=1.6512 energy_ha=-362.5216
C -1.128 -0.432 1.184 -0.413
C -1.709 0.925 0.723 -0.445
C -2.059 0.342 2.060 -0.424
H -3.062 -0.040 2.200 0.207
H -1.493 -1.328 0.703 0.209
H -0.078 -0.464 1.431 0.226
H -1.069 1.798 0.721 0.219
H -2.503 0.947 -0.012 0.207
H -1.646 0.813 2.943 0.209
C 1.577 -0.338 -0.749 0.256
N 1.740 1.001 -0.329 -0.846
N 2.433 -1.265 -0.121 -0.830
N -0.354 0.209 -2.092 -0.836
C 0.592 -0.699 -1.584 -0.150
H 1.773 1.643 -1.111 0.380
H 2.545 1.113 0.267 0.373
H 2.298 -2.205 -0.465 0.376
H 3.413 -1.007 -0.168 0.359
H -0.543 0.955 -1.384 0.376
H -1.236 -0.245 -2.297 0.365
H 0.509 -1.722 -1.919 0.183


Record 12
21
Properties=species:S:1:pos:R:3:nbo_charge:R:1 method="wB97M-V/def2-TZVPD" gap_ha=0.2933 homo_ev=-7.022 spin_multiplicity=1 e_above_lowest_ev=0.7534 energy_ha=-362.5546
C 1.185 0.807 0.168 0.361
C -1.039 1.446 -0.841 -0.636
C -0.112 -2.042 -0.064 -0.616
C -0.132 0.527 -0.051 -0.188
C -0.732 -0.755 0.497 -0.049
N 1.856 1.757 -0.560 -0.828
N 1.979 0.257 1.149 -0.829
N -2.182 -0.861 0.371 -0.834
H -0.442 -0.708 1.590 0.162
H 2.580 0.981 1.538 0.374
H 1.457 1.908 -1.481 0.383
H 2.838 1.510 -0.637 0.373
H 1.440 -0.158 1.902 0.377
H -2.451 -0.866 -0.611 0.351
H -2.517 -1.739 0.762 0.358
H -1.327 0.986 -1.792 0.193
H -1.948 1.668 -0.272 0.233
H -0.591 2.419 -1.066 0.210
H -0.518 -2.924 0.444 0.195
H -0.314 -2.143 -1.137 0.199
H 0.970 -2.072 0.092 0.210